{
  "formula": "C3H6N4O",
  "method": "ωB97M-V/def2-TZVPD",
  "elements": ["C", "C", "C", "H", "H", "H", "H", "H", "H", "N", "N", "N", "N", "O"],
  "xyz": [[0.9468, 1.5145, 0.8903], [0.1022, 0.5340, 0.2555], [-1.3652, -1.9357, -0.8442], [3.1457, 3.2794, 0.5463], [0.5930, 2.0313, 1.8932], [0.4523, -0.3706, -0.6832], [-1.9879, -1.7723, 0.8909], [-2.3809, -2.5702, -0.8123], [-1.1778, -2.3253, -2.8408], [1.9051, 1.9937, 0.2880], [-0.7814, -0.1092, 0.9228], [-1.1003, -1.4684, 0.4341], [-0.6568, -1.6959, -1.9747], [2.3050, 2.8947, 1.0343]],
  "forces_ev_per_a": [[-5.46, -0.92, 1.70], [1.21, -6.52, -2.39], [0.31, 0.00, -4.30], [-2.27, -0.74, 1.80], [0.65, -1.40, -1.94], [-0.11, 4.08, 2.05], [1.50, 0.91, 0.50], [2.45, 1.01, -0.32], [1.78, 2.37, 3.22], [-0.97, -3.72, -3.95], [-0.46, -0.97, -0.07], [-2.36, 0.93, 0.97], [-3.95, -2.98, 0.95], [7.67, 7.96, 1.78]],
  "e_above_lowest_kcal_mol": 175.8,
  "e_homo_ev": -8.836,
  "gap_ev": 9.3810,
  "charge": 0,
  "e_tot_ha": -411.928716
}

{
  "formula": "C3H9N",
  "method": "ωB97M-V/def2-TZVPD",
  "elements": ["C", "N", "C", "H", "H", "H", "H", "H", "C", "H", "H", "H", "H"],
  "xyz": [[0.3615, 0.8000, -0.1218], [-0.4008, 0.4946, -1.0920], [-1.7923, 0.9509, -0.8988], [1.2969, 0.3208, 0.1044], [0.0041, 1.5929, 0.5561], [-2.4517, 0.0905, -1.0673], [-2.1117, 1.7138, -1.6110], [-1.9361, 1.3390, 0.1345], [1.6203, -1.9068, 1.6111], [1.0979, -2.5815, 0.9388], [0.9948, -1.2928, 2.2709], [2.2048, -1.1459, 1.0952], [2.3012, -2.4806, 2.2502]],
  "forces_ev_per_a": [[-1.29, 0.69, -0.35], [-0.10, -0.45, 0.92], [0.18, 0.21, 0.06], [0.48, 0.15, -0.63], [0.30, -0.44, 0.45], [0.20, 0.14, 0.18], [0.27, 0.01, -0.12], [-0.11, -0.18, -0.59], [0.59, 0.54, 0.80], [-0.19, 0.31, 0.02], [-0.38, -0.60, -0.19], [0.20, -0.45, -0.37], [-0.13, 0.07, -0.18]],
  "smiles": "C=NC.C",
  "e_above_lowest_kcal_mol": 33.4,
  "e_homo_ev": -9.713,
  "gap_ev": 10.8386,
  "charge": 0,
  "e_tot_ha": -174.399887
}

{
  "formula": "CH6N3O2P",
  "method": "ωB97M-V/def2-TZVPD",
  "elements": ["H", "N", "C", "O", "P", "N", "N", "O", "H", "H", "H", "H", "H"],
  "xyz": [[1.8272, -2.4480, 0.9763], [1.3307, -1.6760, 0.4138], [0.2521, -1.4433, 1.0818], [-0.5907, -0.4701, 0.8390], [-0.7423, 0.9685, -0.0547], [-0.9797, 0.4280, -1.6739], [0.7988, 1.5923, 0.0454], [-1.8390, 1.6542, 0.6567], [-0.1217, -1.7586, 2.0533], [-1.9422, 0.3024, -1.9000], [-0.3450, -0.3230, -1.7712], [1.5523, 0.8835, -0.0065], [0.7995, 2.2900, -0.6600]],
  "forces_ev_per_a": [[-0.73, 1.37, -1.37], [-0.72, -1.44, 2.20], [1.78, 0.72, 0.00], [-1.19, 1.98, -1.49], [-0.61, -2.10, 1.11], [0.34, 2.37, 2.56], [-0.71, -1.34, 0.43], [0.88, 0.06, -1.54], [0.72, -1.42, 0.08], [-0.47, -0.54, -0.27], [0.33, -1.20, -0.82], [-0.60, 0.69, -0.20], [0.97, 0.86, -0.69]],
  "smiles": "[H]/N=C/OP(N)(N)=O",
  "e_above_lowest_kcal_mol": 1.7,
  "e_homo_ev": -10.550,
  "gap_ev": 11.3172,
  "charge": 0,
  "e_tot_ha": -697.874884
}

{
  "formula": "C5H11FO",
  "method": "ωB97M-V/def2-TZVPD",
  "elements": ["C", "C", "C", "C", "O", "C", "F", "H", "H", "H", "H", "H", "H", "H", "H", "H", "H", "H"],
  "xyz": [[0.4362, 0.4235, 2.0381], [0.6423, -0.5134, 0.8592], [-0.4005, -0.3150, -0.3264], [-0.3235, -1.2047, -1.5007], [-1.7442, -0.1609, 0.0285], [0.0682, 1.2499, -1.1180], [1.3910, 1.0440, -1.4571], [-0.0015, -0.1095, 2.8937], [-0.3628, 1.0275, 1.6266], [1.2431, 0.9750, 2.2118], [1.5819, -0.2114, 0.3748], [0.6781, -1.5704, 1.1184], [0.6165, -0.9708, -2.0738], [-1.1600, -0.9823, -2.0440], [-0.3682, -2.2806, -1.2365], [-1.7923, 0.1190, 0.9168], [-0.5774, 1.5128, -1.9792], [0.0731, 1.9672, -0.3320]],
  "forces_ev_per_a": [[-4.50, -2.90, -1.35], [-0.14, -0.04, -2.00], [1.49, 3.83, -0.63], [2.88, -1.69, 0.85], [-0.07, -0.86, -0.98], [-0.65, -3.24, 1.80], [0.23, 0.43, -0.75], [0.53, 0.37, 0.01], [-0.10, 1.06, 0.71], [3.23, 2.24, 1.19], [-0.08, -0.63, 0.15], [0.09, -0.05, 0.03], [-0.99, -0.55, 0.48], [-2.06, 0.44, -1.85], [0.18, 0.44, -0.11], [-0.26, 0.53, 1.60], [0.50, -0.34, 0.44], [-0.28, 0.94, 0.40]],
  "smiles": "CC[C@@](C)(O)CF",
  "e_above_lowest_kcal_mol": 20.7,
  "e_homo_ev": -9.228,
  "gap_ev": 10.1715,
  "charge": 0,
  "e_tot_ha": -372.151529
}

{
  "formula": "C53H49N3NbO16",
  "method": "ωB97M-V/def2-TZVPD",
  "elements": ["N", "C", "N", "N", "C", "C", "C", "C", "Nb", "H", "H", "H", "H", "H", "H", "H", "H", "H", "H", "H", "H", "H", "H", "H", "H", "H", "C", "C", "C", "O", "C", "C", "C", "O", "H", "H", "H", "H", "C", "C", "C", "O", "C", "C", "C", "O", "H", "H", "H", "H", "C", "C", "C", "O", "C", "C", "C", "O", "H", "H", "H", "H", "C", "C", "C", "O", "C", "C", "C", "O", "H", "H", "H", "H", "C", "C", "C", "O", "C", "C", "C", "O", "H", "H", "H", "H", "C", "C", "C", "O", "C", "C", "C", "O", "H", "H", "H", "H", "C", "C", "C", "O", "C", "C", "C", "O", "H", "H", "H", "H", "C", "C", "C", "O", "C", "C", "C", "O", "H", "H", "H", "H"],
  "xyz": [[0.1847, -1.7662, 3.4342], [-0.0851, -0.6008, 2.7259], [-0.4211, -0.6136, 1.2462], [-0.0754, 0.6884, 3.5188], [0.5884, 1.8316, 2.7834], [-0.3684, 2.6197, 1.7106], [-1.8385, 3.0644, 2.2841], [-3.0732, 2.3251, 1.4341], [-4.2901, 0.8686, 2.6939], [0.3515, -1.4775, 4.4448], [-0.4968, -1.6254, 0.9513], [-1.3477, -0.1438, 1.0810], [-1.0152, 0.9395, 3.8946], [1.5330, 1.4222, 2.1804], [0.9660, 2.6029, 3.6070], [-0.4437, 1.9994, 0.7014], [0.2097, 3.6200, 1.4196], [-1.9600, 4.2252, 2.0348], [-1.9750, 2.9605, 3.4422], [-2.6230, 1.8079, 0.4610], [-3.8329, 3.1508, 1.0336], [-3.1824, 1.0221, 4.1160], [-5.2786, 2.2418, 3.4244], [-5.5728, 0.7976, 1.3809], [-3.3644, -0.5273, 1.9744], [-5.2982, -0.2793, 3.7061], [0.1174, -4.4797, 5.5134], [-0.9154, -5.3277, 5.4895], [-1.1812, -6.2432, 6.6167], [-2.1251, -7.0210, 6.5948], [-0.2630, -6.1841, 7.7713], [0.7698, -5.3361, 7.7952], [1.0356, -4.4207, 6.6680], [1.9795, -3.6428, 6.6899], [0.3269, -3.8022, 4.6947], [-1.5984, -5.3826, 4.6503], [-0.4725, -6.8617, 8.5900], [1.4528, -5.2813, 8.6345], [-0.4970, 5.7037, -0.5129], [0.5566, 6.3246, -1.0521], [0.7580, 7.7774, -0.8845], [1.7209, 8.3469, -1.3793], [-0.2486, 8.5167, -0.0971], [-1.3022, 7.8957, 0.4421], [-1.5035, 6.4430, 0.2745], [-2.4665, 5.8734, 0.7693], [-0.6599, 4.6389, -0.6269], [1.3041, 5.7963, -1.6317], [-0.0857, 9.5814, 0.0169], [-2.0497, 8.4241, 1.0217], [1.5062, -4.8496, 1.4987], [2.6109, -5.3631, 0.9489], [2.6134, -6.7138, 0.3532], [3.6246, -7.1854, -0.1484], [1.3482, -7.4740, 0.3873], [0.2435, -6.9605, 0.9371], [0.2410, -5.6098, 1.5327], [-0.7702, -5.1382, 2.0344], [1.4874, -3.8609, 1.9406], [3.5465, -4.8178, 0.9155], [1.3670, -8.4628, -0.0546], [-0.6921, -7.5058, 0.9705], [6.1683, -0.5968, -1.1087], [5.5242, -1.1490, -0.0760], [4.6348, -2.3125, -0.2613], [4.0434, -2.8173, 0.6831], [4.4861, -2.8430, -1.6311], [5.1302, -2.2908, -2.6639], [6.0196, -1.1272, -2.4785], [6.6110, -0.6225, -3.4229], [6.8237, 0.2574, -0.9902], [5.6235, -0.7720, 0.9349], [3.8307, -3.6971, -1.7496], [5.0309, -2.6678, -3.6747], [-0.6795, 3.8495, -5.7072], [-0.2567, 4.1555, -4.4768], [-0.2197, 3.1409, -3.4051], [0.1653, 3.4206, -2.2781], [-0.6661, 1.7755, -3.7461], [-1.0889, 1.4696, -4.9765], [-1.1259, 2.4842, -6.0482], [-1.5109, 2.2045, -7.1752], [-0.7137, 4.5819, -6.5045], [0.0746, 5.1522, -4.2111], [-0.6319, 1.0432, -2.9488], [-1.4202, 0.4729, -5.2422], [3.0387, -5.4111, -6.5305], [2.9596, -4.4860, -5.5691], [2.8413, -4.8664, -4.1477], [2.7668, -4.0204, -3.2673], [2.8157, -6.3080, -3.8298], [2.8949, -7.2331, -4.7912], [3.0131, -6.8527, -6.2126], [3.0876, -7.6987, -7.0930], [3.1251, -5.1491, -7.5779], [2.9778, -3.4246, -5.7860], [2.7293, -6.5700, -2.7824], [2.8766, -8.2945, -4.5743], [-4.4077, -1.7269, 7.0770], [-4.9492, -2.5833, 7.9485], [-5.7537, -2.1074, 9.0910], [-6.2481, -2.8904, 9.8904], [-5.9379, -0.6493, 9.2321], [-5.3964, 0.2071, 8.3606], [-4.5919, -0.2688, 7.2180], [-4.0975, 0.5142, 6.4187], [-3.8143, -2.0593, 6.2340], [-4.8239, -3.6557, 7.8583], [-6.5313, -0.3169, 10.0751], [-5.5217, 1.2795, 8.4507], [-0.5022, 7.2375, -10.4526], [-0.6916, 6.6027, -9.2918], [-0.0338, 7.0605, -8.0521], [-0.2050, 6.4789, -6.9896], [0.8395, 8.2474, -8.1445], [1.0289, 8.8822, -9.3052], [0.3712, 8.4243, -10.5450], [0.5424, 9.0060, -11.6075], [-0.9764, 6.9144, -11.3713], [-1.3297, 5.7312, -9.2076], [1.3138, 8.5705, -7.2258], [1.6670, 9.7537, -9.3895]],
  "forces_ev_per_a": [[-0.97, 4.69, -2.23], [-0.43, -2.64, 2.33], [0.18, -0.90, 2.77], [0.45, -0.80, -2.47], [0.17, 0.80, -0.53], [0.64, 0.57, -0.03], [-0.44, 1.09, -1.19], [0.81, 0.82, -1.03], [0.78, 1.34, -1.21], [-0.04, -0.02, -1.75], [0.03, 1.55, 0.67], [1.12, -0.58, 0.55], [0.68, -0.39, -0.64], [-2.01, 0.79, 1.51], [-0.79, -1.63, -1.76], [0.01, 1.22, 2.25], [-1.03, -2.07, 0.59], [0.34, -2.62, 0.80], [0.48, -0.04, -2.20], [-0.83, 1.18, 1.83], [1.57, -1.62, 0.82], [0.13, 0.11, 0.58], [-0.21, -0.04, 0.23], [-0.57, 0.05, 0.12], [0.22, -0.73, -0.09], [-0.12, -0.40, -0.02], [-0.25, -0.14, -0.22], [0.19, 0.23, -0.11], [-0.66, -0.39, -0.21], [0.55, 0.37, 0.11], [0.42, 0.18, 0.27], [-0.26, -0.38, 0.26], [0.57, 0.58, -0.14], [-0.54, -0.52, 0.08], [-0.06, 0.05, -0.10], [0.03, 0.03, -0.01], [-0.03, 0.00, -0.02], [0.00, 0.02, -0.03], [0.26, -0.08, -0.17], [-0.23, -0.21, 0.09], [0.58, 0.14, -0.30], [-0.47, -0.19, 0.23], [-0.41, 0.02, 0.25], [0.25, 0.46, -0.05], [-0.72, -0.51, 0.36], [0.62, 0.68, -0.49], [0.00, 0.10, 0.05], [-0.05, -0.02, 0.03], [0.03, -0.02, -0.02], [0.00, -0.05, 0.00], [0.41, 0.09, -0.11], [-0.09, -0.04, 0.17], [0.43, 0.01, -0.05], [-0.43, 0.11, 0.04], [-0.46, -0.08, 0.08], [0.20, -0.45, -0.27], [-0.70, 0.61, 0.46], [0.65, -0.50, -0.36], [-0.06, 0.09, 0.06], [-0.21, -0.12, 0.02], [0.02, -0.01, 0.01], [0.00, 0.04, 0.02], [-0.11, -0.03, 0.48], [0.31, 0.37, -0.10], [-0.33, -0.22, 0.53], [0.54, 0.58, -0.58], [0.29, -0.04, -0.08], [-0.21, -0.23, 0.30], [0.31, 0.25, -0.68], [-0.30, -0.26, 0.53], [-0.02, -0.02, -0.04], [-0.04, -0.02, -0.02], [0.25, 0.26, 0.25], [0.01, 0.05, 0.04], [0.09, 0.16, 0.18], [-0.08, 0.07, -0.40], [0.23, 0.22, 0.70], [-0.12, -0.30, -0.79], [-0.17, -0.36, -0.27], [0.09, -0.14, 0.41], [-0.22, -0.18, -0.55], [0.22, 0.16, 0.57], [-0.02, -0.15, 0.18], [-0.02, 0.00, -0.02], [0.00, 0.04, 0.03], [0.00, 0.04, 0.00], [0.00, 0.48, 0.14], [0.06, -0.09, -0.43], [-0.10, 0.36, 0.44], [-0.51, -0.76, -1.07], [-0.01, -0.42, -0.09], [-0.03, 0.14, 0.44], [0.05, -0.70, -0.64], [-0.05, 0.59, 0.57], [-0.01, -0.04, 0.02], [-0.01, -0.01, 0.03], [0.04, 0.01, 0.02], [0.01, 0.04, -0.03], [-0.03, -0.49, 0.12], [0.22, 0.14, -0.29], [-0.24, -0.49, 0.35], [0.21, 0.38, -0.31], [0.09, 0.42, -0.15], [-0.34, -0.11, 0.44], [0.52, 0.85, -0.99], [-0.39, -0.72, 1.14], [-0.04, 0.09, -0.05], [-0.03, 0.02, 0.03], [0.00, -0.05, 0.00], [0.02, -0.03, -0.06], [-0.20, -0.35, 0.27], [-0.10, 0.02, -0.45], [-0.09, -0.32, 0.63], [0.17, 0.64, -0.72], [0.21, 0.34, -0.22], [0.08, -0.06, 0.48], [0.13, 0.45, -0.83], [-0.11, -0.39, 0.72], [0.03, 0.03, 0.01], [0.02, 0.01, 0.03], [-0.03, -0.04, 0.00], [-0.03, -0.03, -0.03]],
  "e_above_lowest_kcal_mol": 70.7,
  "e_homo_ev": -4.881,
  "gap_ev": 3.9351,
  "charge": -1,
  "e_tot_ha": -3473.469128
}

{
  "formula": "C8H19HoI2O3P2",
  "method": "ωB97M-V/def2-TZVPD",
  "elements": ["I", "I", "Ho", "P", "C", "C", "H", "H", "H", "H", "H", "H", "C", "H", "H", "H", "P", "C", "C", "H", "H", "H", "C", "H", "H", "H", "H", "H", "H", "C", "O", "O", "C", "O", "H"],
  "xyz": [[-2.8899, -0.2989, -1.5145], [-0.9043, -0.4094, -3.1665], [1.3428, -0.0390, 1.1345], [-0.0402, -2.7091, -0.4081], [-0.5551, -3.8543, 0.9616], [-0.9823, -3.5732, -1.7438], [-0.6966, -4.6481, -1.7408], [1.3047, -4.6434, -1.0211], [-0.8326, -3.2011, -2.7642], [2.0165, -3.0954, -1.5862], [-1.6036, -3.5930, 1.1445], [-2.0654, -3.4898, -1.5362], [1.5374, -3.6097, -0.7538], [-0.4920, -4.8971, 0.6213], [2.1656, -3.5645, 0.1356], [0.0106, -3.7316, 1.8979], [0.1922, 2.5926, 0.2367], [-0.1572, 3.8518, 1.5271], [1.6738, 3.4002, -0.5757], [-0.9653, 2.5386, -1.8827], [-1.1040, 4.1558, -1.1235], [-2.1495, 2.7993, -0.6121], [-1.1391, 3.0707, -0.9354], [1.9610, 2.8474, -1.4831], [1.4049, 4.4262, -0.8586], [0.0284, 4.8525, 1.1101], [0.5025, 3.6938, 2.3831], [2.5702, 3.4360, 0.0664], [-1.1921, 3.8064, 1.8884], [-0.5522, 0.7968, 2.3269], [-1.4711, 0.9715, 3.0012], [2.9051, 0.3077, 2.6070], [2.5529, -0.8325, 3.1901], [1.5143, -1.4831, 2.7149], [3.2277, -1.1000, 4.0007]],
  "forces_ev_per_a": [[-0.69, 0.00, 0.66], [0.77, 0.47, -0.72], [-0.30, -0.01, -2.12], [0.96, -1.93, 0.53], [-0.56, 0.70, 0.10], [-1.00, 0.02, -0.35], [-0.17, 0.74, 0.26], [0.21, 0.18, 0.13], [0.19, -0.02, 0.46], [0.34, -0.29, -0.08], [0.06, -0.36, 0.29], [0.46, -0.12, -0.09], [0.00, 0.97, -0.08], [0.01, 0.36, 0.07], [0.22, -0.16, -0.07], [-0.12, 0.06, -0.41], [0.27, 1.97, -0.75], [0.15, -0.27, 0.52], [0.10, -0.54, -0.06], [-0.08, 0.26, 0.16], [0.16, -0.37, 0.21], [0.31, 0.02, 0.22], [0.00, -0.64, -0.72], [-0.19, 0.19, 0.16], [0.03, -0.26, 0.08], [-0.05, -0.36, 0.09], [0.00, 0.23, 0.05], [-0.45, 0.00, -0.01], [0.19, -0.08, -0.18], [-4.30, 0.07, 3.81], [3.42, -0.29, -2.79], [-1.24, -2.16, 0.55], [-0.50, 1.48, -1.82], [2.29, 0.96, 1.62], [-0.47, -0.78, 0.29]],
  "e_above_lowest_kcal_mol": 26.6,
  "e_homo_ev": [-14.990, -14.991],
  "gap_ev": [6.6095, 6.6946],
  "spin_multiplicity": 5,
  "charge": 2,
  "e_tot_ha": -2767.562551
}

{
  "formula": "H2NOS",
  "method": "ωB97M-V/def2-TZVPD",
  "elements": ["N", "O", "S", "H", "H"],
  "xyz": [[0.7185, -0.5276, -0.0596], [1.6146, 0.3508, 0.1589], [-1.3984, 0.1479, -0.0906], [0.5814, -0.5651, -1.1819], [-1.5160, 0.5940, 1.1732]],
  "forces_ev_per_a": [[1.45, 0.60, -1.90], [-1.04, -0.73, -0.03], [-0.65, 0.40, -0.07], [0.06, -0.13, 2.05], [0.18, -0.15, -0.05]],
  "e_above_lowest_kcal_mol": 22.3,
  "e_homo_ev": [-2.572, -2.575],
  "gap_ev": [7.0152, 7.0166],
  "charge": -1,
  "e_tot_ha": -529.309282
}

{
  "formula": "C5H3N2O4PdSbSe4",
  "method": "ωB97M-V/def2-TZVPD",
  "elements": ["Pd", "Se", "Sb", "Se", "Se", "Se", "O", "C", "O", "C", "C", "N", "N", "C", "C", "O", "O", "H", "H", "H"],
  "xyz": [[-0.9072, -0.1549, 0.3790], [0.0613, 3.8015, 4.0954], [0.6227, 2.0020, 2.5919], [-0.7448, -0.0949, 2.9892], [-0.3835, 2.2033, 0.2629], [2.9438, 1.3239, 2.2889], [0.8262, -5.7009, -0.6674], [1.8211, -4.9883, -0.1718], [2.9169, -5.4741, 0.0427], [1.5554, -3.5540, 0.1012], [2.4870, -2.6679, 0.6150], [1.9133, -1.4621, 0.6823], [0.6523, -1.5232, 0.2672], [0.3918, -2.7707, -0.0814], [-1.0364, -3.0948, -0.4770], [-1.2483, -4.2603, -0.9002], [-1.8770, -2.1798, -0.3448], [-0.0354, -5.1438, -0.8058], [3.5054, -2.8373, 0.9162], [2.2558, -0.5923, 1.1199]],
  "forces_ev_per_a": [[-0.51, 0.12, 0.30], [0.12, 0.03, -0.03], [-0.39, -0.29, -0.11], [0.00, 0.18, -0.15], [0.08, 0.28, 0.07], [0.17, 0.07, 0.05], [-0.04, 0.04, -0.05], [0.07, -0.04, -0.01], [-0.14, 0.03, -0.01], [-0.11, -0.06, -0.01], [0.08, 0.02, -0.11], [-0.19, -0.41, -0.07], [0.21, -0.29, -0.10], [-0.03, 0.01, 0.05], [0.19, -0.13, -0.14], [-0.03, 0.08, 0.04], [0.21, 0.07, 0.04], [0.15, 0.06, 0.15], [0.02, 0.01, 0.02], [0.15, 0.22, 0.07]],
  "e_above_lowest_kcal_mol": 0.0,
  "e_homo_ev": [-2.000, -2.035],
  "gap_ev": [6.5628, 6.1280],
  "spin_multiplicity": 3,
  "charge": -2,
  "e_tot_ha": -10576.901066
}